Entry 1:
A cluster of 2 separate species, C19H24NO5 in total at a distorted geometry. Source: the Open Molecules 2025 dataset; level of theory: ωB97M-V/def2-TZVPD.

Geometry (Å):
C: 1.576 -2.347 9.628
H: -0.690 -3.531 12.059
H: 1.089 -5.015 12.401
C: -2.499 -0.609 3.926
O: 1.545 -1.096 4.521
C: -0.605 -2.060 4.462
H: 6.621 -0.815 6.937
C: 2.907 -1.477 4.231
C: -0.704 -1.404 10.425
C: -1.458 -3.199 4.313
C: 0.207 -3.396 11.445
H: 5.743 -2.961 7.700
H: -0.471 0.083 4.175
O: 4.950 -3.920 9.842
H: 1.971 -1.328 9.696
C: -2.821 -3.023 4.059
H: 3.183 -4.970 11.354
H: 1.321 -2.476 8.519
H: -2.355 0.008 9.132
C: 5.618 -0.839 7.357
H: -1.867 2.284 8.387
C: -1.040 1.588 8.496
H: 3.306 -2.024 5.096
H: -1.007 -4.190 4.407
C: 5.514 -2.038 8.248
H: -1.645 0.951 10.464
H: -4.428 -1.596 3.827
C: 0.779 -2.133 4.805
C: -1.145 -0.771 4.178
H: 2.930 -2.145 3.356
H: -0.175 2.146 8.855
C: 4.031 -3.167 9.558
O: 4.168 -2.108 8.740
O: -1.745 -1.429 11.057
C: -3.348 -1.728 3.909
H: 1.344 -3.027 5.095
H: -3.492 -3.891 4.022
C: 0.362 -2.437 10.499
H: -2.906 0.395 3.783
N: 1.223 -4.300 11.681
C: 2.645 -3.293 10.075
H: 4.904 -0.877 6.533
H: 5.471 0.086 7.916
C: -1.451 0.527 9.472
H: 3.495 -0.577 4.038
C: 2.442 -4.228 11.034
H: -0.815 1.167 7.515
H: 6.204 -1.962 9.097
O: -0.376 -0.418 9.569

Forces on the atoms, in the same order (eV/Å):
C 0.0 0.6 -1.0
H 0.4 0.4 -0.3
H 0.1 0.6 -0.6
C 0.1 0.0 0.1
O -1.3 -1.5 0.4
C -0.2 0.3 0.0
H 0.1 0.1 -0.1
C 1.1 -0.5 0.2
C 0.0 -1.0 0.6
C 0.1 0.2 0.5
C 0.5 0.0 -0.5
H 0.0 0.1 0.2
H -0.3 -0.1 0.1
O -0.8 0.7 -0.3
H -0.1 0.0 -0.2
C 0.4 -0.1 0.1
H -0.1 0.6 -0.2
H 0.2 0.0 1.2
H 0.2 0.1 0.2
C 0.2 0.3 -0.1
H 0.0 0.2 -0.1
C 0.0 0.3 -0.1
H 0.0 0.3 -0.2
H -0.4 0.2 0.1
C 0.4 0.2 -0.2
H 0.0 -0.1 -0.2
H 0.3 0.0 -0.2
C 0.2 1.2 -1.9
C -0.2 0.0 0.0
H -0.1 0.4 0.2
H 0.0 0.0 -0.1
C -0.2 -1.1 0.8
O 0.4 -0.4 0.0
O 0.7 0.0 -0.5
C 0.5 -0.2 0.4
H -0.6 0.0 0.1
H 0.4 0.4 -0.1
C -0.9 -0.3 0.8
H 0.2 -0.4 0.0
N -0.2 -0.9 0.6
C 0.7 -0.8 0.5
H 0.0 0.0 0.0
H -0.1 0.0 -0.1
C -0.1 0.4 -0.1
H -0.4 -0.1 0.1
C -0.5 0.3 -0.3
H 0.0 0.0 0.0
H -0.1 -0.1 -0.2
O -0.6 -0.2 0.2

HOMO energy, Eh: -0.3679
Max |F|, eV/Å: 2.28
Relative energy (zero: lowest compared OMol25 entry of this formula, charge and spin), eV: 0.9842
Charge: +1
E_LUMO, eV: -5.862
HOMO-LUMO gap, hartree: 0.152

***

Entry 2:
An isolated molecule of C28H31N3O6. Source: the Open Molecules 2025 dataset; level of theory: ωB97M-V/def2-TZVPD.

Geometry (Å):
H: 0.074 4.627 1.403
H: 5.182 -2.337 1.642
O: -1.227 -3.551 0.682
H: -1.366 -2.490 -1.837
H: -4.732 1.496 -1.693
H: -7.892 -1.297 0.842
C: 4.052 0.124 0.850
C: 1.471 3.503 0.300
H: -0.714 4.274 -1.530
H: -3.156 -0.446 0.127
H: 2.906 1.680 1.781
H: -0.819 -4.648 -1.032
H: 4.115 -3.205 0.507
C: -0.092 1.826 -0.696
H: -0.077 1.938 -1.789
C: 2.227 1.281 -0.198
H: -1.731 4.809 -0.189
H: 5.022 1.822 2.639
H: -0.477 -1.750 2.277
N: -6.474 0.009 0.191
H: 4.269 -2.329 -3.929
O: 4.924 -0.103 1.874
O: 5.212 -1.649 -0.323
H: -3.823 -2.617 1.134
H: -6.256 -3.071 1.491
C: -0.953 -2.281 0.268
H: -5.662 2.287 -0.401
H: 5.777 0.506 3.575
C: 3.393 -0.465 -1.397
C: 4.917 0.785 2.967
C: -6.828 -1.156 0.706
H: 4.005 0.680 3.563
H: -2.537 -4.226 -0.783
C: 4.216 -0.687 -0.290
H: -1.752 -5.434 0.265
C: -0.766 -0.511 -1.343
H: 5.887 -3.395 0.393
C: -4.195 -0.674 0.310
C: -0.268 -0.077 0.952
C: -4.845 1.589 -0.608
N: 1.187 2.245 -0.133
O: 2.579 3.825 0.683
H: -1.363 2.548 0.902
H: 4.267 -2.995 -2.278
O: 3.422 -1.119 -2.589
C: -0.553 -1.388 1.264
H: 5.413 -1.702 -2.711
H: -3.496 2.193 0.886
C: -0.899 4.155 -0.461
C: -1.603 -4.505 -0.283
H: 1.821 0.680 -2.226
O: -2.556 2.140 -2.115
N: -3.589 2.103 -0.113
C: -0.368 0.379 -0.359
C: 5.081 -2.697 0.617
C: -5.919 -2.139 1.064
C: 4.406 -2.089 -2.874
C: 2.416 0.531 -1.341
C: -4.571 -1.886 0.862
H: -0.866 -0.169 -2.362
C: 3.046 1.074 0.904
C: -5.186 0.249 -0.011
H: 0.754 5.472 0.024
C: 0.337 4.516 0.346
H: 0.047 0.599 1.733
C: -1.244 2.696 -0.176
C: -2.514 2.280 -0.911
C: -1.057 -1.830 -1.043

Forces on the atoms, in the same order (eV/Å):
H 0.1 0.0 0.0
H 0.0 -0.1 -0.1
O 0.1 0.3 0.2
H 0.0 -0.1 -0.1
H -0.1 0.1 0.1
H -0.1 -0.1 0.1
C -0.2 0.0 -0.1
C -0.1 0.6 0.2
H -0.1 0.0 0.0
H 0.1 0.0 0.0
H 0.0 0.0 0.1
H 0.0 0.0 0.0
H 0.0 0.0 0.0
C -0.5 -0.1 -0.1
H -0.1 0.0 0.2
C 0.7 -0.3 -0.2
H 0.0 0.0 -0.1
H 0.0 0.0 0.0
H 0.0 0.0 0.1
N -0.2 0.4 -0.2
H 0.0 0.0 0.1
O 0.0 -0.2 -0.4
O -0.2 0.6 -0.1
H 0.1 -0.1 0.0
H -0.1 -0.1 0.0
C 0.0 0.2 0.0
H 0.1 -0.1 -0.1
H -0.1 0.1 0.0
C 0.0 0.1 0.2
C 0.0 0.1 0.2
C -0.1 -0.3 0.1
H 0.0 0.0 0.0
H 0.0 0.0 0.0
C 0.2 -0.3 0.0
H 0.0 0.0 -0.1
C 0.0 0.2 0.2
H -0.1 0.0 0.0
C -0.1 0.0 0.0
C -0.1 -0.1 -0.1
C -0.1 0.1 -0.2
N 0.0 -0.4 0.0
O 0.1 0.2 0.0
H 0.0 0.0 0.0
H 0.0 0.1 0.0
O -0.2 0.2 0.2
C -0.1 -0.2 0.0
H -0.1 -0.1 0.0
H 0.2 0.0 -0.1
C -0.1 0.0 0.2
C -0.1 -0.2 -0.2
H -0.1 0.0 -0.1
O 0.1 0.0 -0.5
N -0.3 0.0 0.3
C -0.2 -0.1 -0.2
C -0.1 -0.3 0.2
C 0.0 0.0 0.0
C 0.3 -0.2 -0.2
C 0.1 0.2 0.2
C -0.1 0.1 0.0
H 0.0 0.1 -0.1
C 0.1 -0.1 0.2
C 0.2 -0.1 0.1
H 0.1 -0.1 0.1
C 0.0 0.0 -0.1
H 0.1 0.1 0.1
C 0.1 0.2 -0.6
C 0.2 0.2 0.6
C -0.1 -0.4 0.1

HOMO energy, Eh: -0.2965
Max |F|, eV/Å: 0.79
Relative energy (zero: lowest compared OMol25 entry of this formula, charge and spin), eV: 1.2381
SMILES: COc1ccc([C@H]2[C@H](C(=O)NCc3ccccn3)CCC(=O)N2c2cc(OC)c(OC)c(OC)c2)cc1
Charge: 0
E_LUMO, eV: 0.540
HOMO-LUMO gap, hartree: 0.316

***

Entry 3:
A cluster of 2 separate species, C10H15N4 in total at a distorted geometry. Source: the Open Molecules 2025 dataset; level of theory: ωB97M-V/def2-TZVPD.

Geometry (Å):
H: 3.031 -1.284 -0.930
H: 2.443 2.385 -0.728
H: 0.884 -0.242 -1.269
H: -1.793 -1.293 -2.222
C: -0.867 -1.303 -0.353
C: -2.407 0.914 0.131
C: 0.026 -2.366 -0.484
H: -0.380 1.376 0.771
H: 3.495 -0.009 0.099
H: 0.632 2.263 -1.117
H: -3.007 2.310 1.492
N: 1.068 -1.102 2.537
H: 0.112 -3.194 -1.163
H: 1.789 -1.734 2.746
C: -0.477 -0.627 0.799
N: 0.868 -2.324 0.549
C: -1.211 0.661 1.106
H: -3.424 0.384 -1.765
H: -4.057 2.124 0.174
C: -2.599 0.255 -1.086
N: 0.534 -1.290 1.257
C: 1.796 0.493 -1.127
C: 1.649 1.792 -0.938
H: 3.790 0.243 -1.689
C: -1.834 -0.872 -1.277
C: 3.177 -0.244 -0.902
H: 1.277 -0.138 2.746
N: -3.111 2.015 0.519
H: -1.401 0.807 2.125

Forces on the atoms, in the same order (eV/Å):
H 0.2 -1.3 -0.6
H 2.2 1.9 0.6
H 1.9 1.9 -0.3
H -0.3 -1.1 -1.6
C -1.2 0.4 -1.8
C 0.6 1.1 1.8
C 1.9 -1.3 1.7
H -1.1 0.0 0.7
H 0.5 0.3 0.3
H 1.4 -0.4 0.3
H 0.0 0.0 -0.6
N -1.4 0.7 -0.6
H -0.1 0.1 -0.3
H 1.1 -1.0 -0.1
C -2.9 1.4 -0.3
N 0.4 -2.6 -2.2
C 2.4 0.0 -3.0
H -0.1 0.8 -0.1
H 0.1 0.2 -0.2
C 0.0 -0.8 1.5
N 0.3 2.2 3.6
C -0.4 -2.8 1.0
C -4.0 -1.2 -1.3
H 0.3 -1.0 0.7
C 0.9 -0.2 0.1
C -1.9 2.8 -0.9
H 0.2 0.1 -0.3
N -0.5 -0.5 0.4
H -0.7 0.3 1.4

HOMO energy (alpha / beta), Eh: -0.3839 / -0.4713
Multiplicity: 3
Max |F|, eV/Å: 4.38
Expectation value of S²: 2.0067
Charge: +1
E_LUMO (alpha / beta), eV: -2.502 / -7.372
HOMO-LUMO gap (alpha / beta), hartree: 0.292 / 0.200

***

Entry 4:
The ion C4H9N2OS with charge -1 at a distorted geometry. Source: the Open Molecules 2025 dataset; level of theory: ωB97M-V/def2-TZVPD.

Geometry (Å):
N: 0.315 -1.689 0.162
C: 1.811 -1.605 0.478
C: -0.622 -0.872 -0.414
H: 1.997 -0.648 0.811
H: -2.179 1.328 0.449
H: -1.243 0.742 1.764
H: -0.013 -2.542 0.564
C: -0.191 0.601 -0.297
H: 0.960 0.786 0.146
C: -1.129 1.317 0.798
N: -0.444 1.113 -1.664
H: 2.128 -2.336 1.188
H: -0.059 1.994 -1.887
S: -0.581 3.148 0.931
H: 2.361 -1.601 -0.484
O: -1.738 -1.284 -0.619
H: -1.373 1.549 -1.928

Forces on the atoms, in the same order (eV/Å):
N 2.3 -1.9 1.1
C -2.2 0.5 -3.0
C 1.6 1.0 2.7
H 0.6 1.9 1.4
H 0.6 -0.1 -0.4
H 0.9 0.6 -0.7
H -0.8 -0.4 -0.4
C -0.5 1.4 0.6
H -3.2 -0.5 -1.9
C 0.1 0.6 -0.3
N -0.9 0.6 -1.4
H -0.1 -0.6 0.2
H 2.2 1.1 0.6
S -0.3 -1.6 0.2
H 0.0 -0.8 0.5
O -0.5 0.0 -0.7
H 0.2 -1.9 1.6

HOMO energy, Eh: -0.0954
Max |F|, eV/Å: 3.80
Relative energy (zero: lowest compared OMol25 entry of this formula, charge and spin), eV: 2.5229
SMILES: CNC(=O)[C@@H](N)C[S-]
Charge: -1
E_LUMO, eV: 3.317
HOMO-LUMO gap, hartree: 0.217